[1]
Here is a cluster of 2 separate species, C4H10NO3 in total from OMol25. Energies are from wB97M-V/def2-TZVPD.

Gap between HOMO and LUMO (eV): 7.082
Total charge: -1
E_tot (eV): -11942.6109
Energy above the lowest of the compared OMol25 structures with the same formula, charge and spin (kJ/mol): 268.8

CARTESIAN COORDINATES (ANGSTROEM)
O -2.55452 0.36278 1.89035
C -2.01925 -0.49982 1.23800
C -1.42119 -0.30233 -0.13820
C 0.02892 0.17700 0.12297
C 0.97145 0.24864 -1.14192
O 2.27645 0.24886 -0.82608
N -2.20684 0.62006 -0.97888
H -1.97829 -1.54848 1.59655
H -1.42598 -1.28721 -0.60810
H 0.44738 -0.48787 0.88418
H 0.03878 1.21336 0.45851
H 0.71096 -0.63454 -1.79979
H 0.70320 1.18985 -1.66587
H -1.64555 0.75727 -1.80432
H -2.16378 1.50711 -0.49293
H 3.98758 -0.25012 1.62413
H 3.00552 -0.51778 0.34720
O 3.24516 -0.79679 1.29421

[2]
Here is a cluster of 2 separate species, C4H10NO3 in total from OMol25. Energies are from wB97M-V/def2-TZVPD.

Gap between HOMO and LUMO (eV): 7.543
Total charge: -1
E_tot (eV): -11944.2960
Energy above the lowest of the compared OMol25 structures with the same formula, charge and spin (kJ/mol): 106.2

CARTESIAN COORDINATES (ANGSTROEM)
C -1.32117 0.80402 0.35184
N 0.11486 1.00384 0.43889
C 1.05645 0.54771 -0.49329
O 2.20891 1.01031 -0.34916
O 0.72695 -0.42166 -1.17971
C -1.96089 0.09284 1.62998
C -3.37287 -0.37385 1.27258
H -1.58072 0.41887 -0.61791
H -1.81626 1.76666 0.28091
H 0.40920 1.40677 1.27273
H -1.26398 -0.76318 1.94594
H -1.97439 0.92883 2.35250
H -3.51867 -1.31761 0.71867
H -3.89882 -0.41913 2.22196
H -3.88887 0.38400 0.67930
H 2.47842 -1.98794 -0.75076
H 2.10183 -1.67214 -2.13996
O 2.78153 -2.11320 -1.67141